A:
ORCA calculation (the ωB97M-V functional and the def2-TZVPD basis) on an isolated ion of composition C5H7N2O2S and charge -1.

Results
SMILES = [H]/N=C(/C)[C@@H](C(=O)[O-])C(N)=S
Charge = -1
Multiplicity = 1
Molar mass = 159.2 g mol⁻¹
HOMO level = -4.7 eV

Last column: natural (NBO) charge in e.
Positions of all 17 atoms, in Å:
C 0.791 0.665 -0.010  0.35
C -1.673 0.160 0.115  0.18
C 0.136 -1.669 -0.176  0.84
C 1.890 0.808 -1.022  -0.67
C -0.382 -0.111 -0.515  -0.54
N 0.965 1.159 1.141  -0.68
N -1.745 -0.090 1.440  -0.81
O -0.100 -2.049 0.968  -0.76
O 0.696 -2.190 -1.118  -0.71
S -2.972 0.759 -0.727  -0.29
H 1.566 1.464 -1.830  0.21
H 2.109 -0.172 -1.444  0.25
H 2.777 1.224 -0.553  0.22
H -0.454 -0.040 -1.601  0.25
H 0.185 1.017 1.781  0.34
H -1.119 -0.869 1.706  0.44
H -2.671 -0.068 1.845  0.39

B:
ORCA calculation (the ωB97M-V functional and the def2-TZVPD basis) on an isolated ion of composition C5H7N2O2S and charge -1.

Results
Charge = -1
Multiplicity = 1
Molar mass = 159.2 g mol⁻¹
HOMO level = -2.9 eV

Last column: natural (NBO) charge in e.
Positions of all 17 atoms, in Å:
C 0.479 -1.471 0.353  -0.08
C -0.572 0.485 1.086  0.10
C 2.446 -0.117 0.859  0.03
C -1.527 1.636 0.679  -0.77
C -1.744 -0.909 -0.659  -0.45
N 1.544 -0.798 0.553  -0.34
N -0.730 -0.690 0.397  -0.45
O 3.969 -0.598 -1.314  -0.99
O 2.895 1.719 -0.873  -1.00
S 3.828 0.639 -0.443  1.50
H 0.380 -2.550 0.295  0.18
H -2.410 1.170 0.243  0.18
H -1.639 2.178 1.703  0.23
H -0.810 2.218 0.031  0.25
H -1.353 -1.674 -1.339  0.21
H -2.744 -1.176 -0.221  0.19
H -2.010 -0.061 -1.350  0.20

The least stable of them is B.